# 1
# CH4N2O2S

CH4N2O2S in the gas phase (ωB97M-V with the def2-TZVPD basis set, the Open Molecules 2025 dataset).

CARTESIAN COORDINATES (ANGSTROEM)
C1 -1.609 1.032 -0.232
N1 2.312 -1.786 0.012
N2 1.114 -1.419 0.126
O1 1.003 0.918 1.063
O2 -0.513 0.321 -0.805
S1 1.019 0.320 -0.234
H1 -2.524 0.787 -0.817
H2 -1.477 2.061 -0.289
H3 -1.801 0.603 0.840
H4 2.477 -2.837 0.336

As for the multiplicity: 1. For the gap between HOMO and LUMO, the calculation gives 9.10 eV. As for the maximum force: 4.0 eV/Å.


# 2
# CH4N2O2S

A molecular structure, CH4N2O2S (ωB97M-V with the def2-TZVPD basis set, the Open Molecules 2025 dataset).

CARTESIAN COORDINATES (ANGSTROEM)
C1 -0.418 0.041 -0.586
H1 0.281 -2.275 -0.810
H2 1.422 -0.023 0.267
H3 -1.673 0.657 0.862
H4 0.246 2.094 1.399
N1 0.866 -0.202 -0.636
N2 -0.732 0.945 0.438
O1 1.216 -1.437 -1.163
O2 0.379 1.139 1.407
S1 -1.588 -0.937 -1.178

As for the multiplicity: 1. For the gap between HOMO and LUMO, the calculation gives 9.61 eV. As for the maximum force: 4.9 eV/Å.